--- one ---
{"formula": "C4H7NO", "method": "ωB97M-V/def2-TZVPD", "species": ["C", "C", "O", "C", "C", "N", "H", "H", "H", "H", "H", "H", "H"], "xyz": [[1.762, 0.136, 0.186], [0.266, 0.289, -0.017], [-0.530, 1.116, 0.814], [-0.774, -0.704, -0.226], [-1.662, 0.195, 0.619], [-0.463, 0.218, -1.328], [2.196, 0.935, 0.797], [2.261, 0.151, -0.785], [2.024, -0.814, 0.672], [-0.668, -1.781, -0.259], [-2.011, -0.134, 1.596], [-2.488, 0.584, 0.008], [0.085, -0.190, -2.077]], "lowdin_charge": [0.017, -0.489, -0.040, -0.208, -0.099, 0.108, 0.085, 0.075, 0.083, 0.140, 0.115, 0.118, 0.094], "homo_lumo_gap_ev": 10.074, "lumo_ev": 1.0}

***

--- two ---
{"formula": "C4H7NO", "method": "ωB97M-V/def2-TZVPD", "species": ["C", "C", "O", "C", "C", "N", "H", "H", "H", "H", "H", "H", "H"], "xyz": [[1.920, -0.278, 0.482], [0.598, 0.382, 0.191], [0.477, 1.579, 0.361], [-0.499, -0.399, -0.464], [-1.853, -0.116, 0.092], [-1.487, 0.361, -1.221], [2.508, 0.151, -0.327], [1.944, -1.374, 0.457], [2.351, 0.087, 1.416], [-0.268, -1.387, -0.854], [-1.885, 0.601, 0.910], [-2.581, -0.921, 0.126], [-1.234, 1.348, -1.165]], "lowdin_charge": [-0.007, -0.422, 0.064, -0.252, -0.132, 0.036, 0.094, 0.083, 0.088, 0.137, 0.113, 0.103, 0.096], "smiles": "CC(=O)[C@H]1CN1", "homo_lumo_gap_ev": 10.904, "lumo_ev": 1.0}

***

--- three ---
{"formula": "C4H7NO", "method": "ωB97M-V/def2-TZVPD", "species": ["C", "N", "C", "C", "O", "C", "H", "H", "H", "H", "H", "H", "H"], "xyz": [[-1.025, 1.656, -0.187], [0.158, 1.033, -0.765], [0.004, -0.600, -0.872], [0.344, -1.265, 0.406], [1.329, -2.294, 0.301], [0.856, 0.152, 0.108], [-0.791, 2.705, 0.024], [-1.843, 1.657, -0.914], [-1.378, 1.187, 0.738], [-1.022, -0.727, -1.187], [-0.415, -1.394, 1.172], [1.846, -2.350, 1.120], [1.937, 0.241, 0.055]], "lowdin_charge": [-0.126, -0.049, -0.103, -0.320, -0.007, -0.119, 0.079, 0.077, 0.085, 0.131, 0.130, 0.101, 0.122], "smiles": "CN1[C@@H]2[C@@H](O)[C@@H]21", "homo_lumo_gap_ev": [7.686, 7.688], "lumo_ev": [0.1, 0.1]}

***

--- four ---
{"formula": "C4H7NO", "method": "ωB97M-V/def2-TZVPD", "species": ["O", "C", "C", "C", "N", "C", "H", "H", "H", "H", "H", "H", "H"], "xyz": [[2.966, 0.915, 0.111], [0.366, 0.037, -0.609], [-0.121, -1.358, -0.252], [-1.298, -0.471, -0.309], [-1.433, 0.204, 0.977], [-0.476, 0.881, 0.135], [2.560, 0.632, 0.938], [2.295, 0.679, -0.554], [0.038, -1.735, 0.760], [0.051, -2.092, -1.035], [-2.048, -0.386, -1.086], [-2.287, 0.759, 1.018], [-0.613, 1.937, -0.096]], "lowdin_charge": [-0.091, -0.041, -0.129, -0.231, 0.068, -0.189, 0.022, -0.025, 0.120, 0.103, 0.150, 0.112, 0.132], "homo_lumo_gap_ev": 9.290, "lumo_ev": 0.7}

***

two (0.0546 hartree below the next structure)

***

--- one ---
{"formula": "C4H7NO", "method": "ωB97M-V/def2-TZVPD", "species": ["C", "C", "O", "C", "C", "N", "H", "H", "H", "H", "H", "H", "H"], "xyz": [[0.889, -1.235, 1.315], [-0.131, -0.579, 0.413], [0.206, 0.792, 0.252], [-0.629, 1.431, -0.664], [-0.281, 1.079, -2.061], [0.018, 0.769, -3.134], [0.555, -2.243, 1.570], [1.856, -1.311, 0.818], [1.015, -0.665, 2.237], [-1.142, -0.644, 0.847], [-0.152, -1.076, -0.568], [-0.518, 2.510, -0.526], [-1.686, 1.172, -0.500]], "lowdin_charge": [-0.069, -0.282, -0.141, -0.219, -0.179, 0.149, 0.078, 0.080, 0.080, 0.123, 0.120, 0.132, 0.129], "smiles": "CCOCC#N", "homo_lumo_gap_ev": 11.719, "lumo_ev": 0.9}

***

--- two ---
{"formula": "C4H7NO", "method": "ωB97M-V/def2-TZVPD", "species": ["C", "C", "C", "N", "C", "O", "H", "H", "H", "H", "H", "H", "H"], "xyz": [[1.702, 0.006, 0.253], [-0.073, 0.338, -0.645], [0.228, -0.764, 0.240], [-2.364, -0.794, 0.173], [-2.564, 0.337, 0.056], [-0.497, 1.423, -0.281], [2.043, 0.731, -0.523], [1.684, 0.588, 1.173], [2.396, -0.810, 0.222], [0.246, 0.122, -1.681], [0.238, -1.787, -0.170], [-0.190, -0.748, 1.250], [-2.850, 1.358, -0.067]], "lowdin_charge": [-0.052, -0.465, -0.150, 0.086, -0.068, -0.047, 0.099, 0.087, 0.066, 0.141, 0.118, 0.105, 0.080], "homo_lumo_gap_ev": 10.718, "lumo_ev": 1.1}

***

--- three ---
{"formula": "C4H7NO", "method": "ωB97M-V/def2-TZVPD", "species": ["C", "C", "C", "N", "C", "O", "H", "H", "H", "H", "H", "H", "H"], "xyz": [[-1.596, -0.469, 0.362], [-0.163, -0.542, -0.126], [0.131, 0.393, -1.302], [0.591, 0.679, 0.043], [1.767, 0.455, 0.713], [1.888, -0.488, 1.477], [-1.636, -0.821, 1.392], [-2.299, -1.071, -0.226], [-1.940, 0.576, 0.330], [0.578, -1.249, 0.444], [0.791, 0.206, -2.149], [-0.658, 1.119, -1.561], [2.545, 1.213, 0.602]], "lowdin_charge": [-0.063, -0.278, -0.049, -0.055, -0.304, 0.015, 0.073, 0.076, 0.081, 0.156, 0.104, 0.111, 0.132], "smiles": "C[C@H]1CN1C=O", "homo_lumo_gap_ev": 10.673, "lumo_ev": 0.9}

***

--- four ---
{"formula": "C4H7NO", "method": "ωB97M-V/def2-TZVPD", "species": ["C", "C", "C", "C", "O", "N", "H", "H", "H", "H", "H", "H", "H"], "xyz": [[0.893, -1.394, 0.091], [0.410, -0.025, -0.355], [-1.111, 0.214, -0.527], [-0.950, 1.290, 0.554], [-1.656, 2.123, 1.061], [0.392, 0.990, 0.708], [1.897, -1.321, 0.523], [0.234, -1.831, 0.850], [0.940, -2.074, -0.766], [0.988, 0.313, -1.224], [-1.375, 0.664, -1.487], [-1.789, -0.613, -0.308], [1.127, 1.664, 0.879]], "lowdin_charge": [-0.063, -0.357, -0.027, -0.481, 0.077, 0.107, 0.075, 0.081, 0.077, 0.136, 0.117, 0.115, 0.141], "smiles": "C[C@H]1CC(=O)N1", "homo_lumo_gap_ev": 10.625, "lumo_ev": 0.9}

***

four (0.0275 hartree below the next structure)

***

--- one ---
{"formula": "C4H7NO", "method": "ωB97M-V/def2-TZVPD", "species": ["C", "C", "C", "C", "N", "O", "H", "H", "H", "H", "H", "H", "H"], "xyz": [[-0.843, -0.062, -0.001], [-0.979, 1.326, -0.128], [-2.123, -0.749, -0.030], [0.503, -0.545, -0.038], [2.786, -0.336, -0.136], [1.521, 0.368, 0.072], [-0.288, 1.952, 0.240], [-1.903, 1.795, -0.602], [-2.929, -0.208, 0.332], [-2.454, -1.732, -0.386], [0.618, -1.566, -0.497], [3.112, -0.800, 0.664], [3.437, 0.419, -0.216]], "lowdin_charge": [-0.376, 0.039, 0.066, -0.103, 0.066, -0.131, 0.000, 0.091, 0.022, 0.057, 0.136, 0.057, 0.076], "homo_lumo_gap_ev": [7.492, 6.477], "lumo_ev": [0.1, -0.3]}

***

--- two ---
{"formula": "C4H7NO", "method": "ωB97M-V/def2-TZVPD", "species": ["O", "N", "C", "C", "C", "C", "H", "H", "H", "H", "H", "H", "H"], "xyz": [[2.551, -0.077, -0.563], [1.859, 0.836, -0.158], [0.470, 0.535, -0.145], [-0.279, -0.550, -0.408], [-1.554, 0.136, 0.022], [-0.688, 1.417, 0.248], [-0.065, -1.547, -0.777], [-2.343, 0.212, -0.733], [-1.981, -0.272, 0.944], [-0.901, 2.221, -0.463], [-0.682, 1.822, 1.264], [2.037, -2.112, 0.240], [1.576, -2.620, 0.529]], "lowdin_charge": [-0.057, 0.004, -0.278, -0.005, -0.149, -0.119, 0.087, 0.108, 0.111, 0.109, 0.108, 0.029, 0.051], "smiles": "O=NC1=CCC1.[H][H]", "homo_lumo_gap_ev": [8.417, 8.418], "lumo_ev": [-0.7, -0.7]}

***

two (0.0608 hartree below the next structure)